No. 1
# C57H65N5OP2SiW

C57H65N5OP2SiW as an isolated structure (ωB97M-V/def2-TZVPD, the OMol25 dataset).

Last column: Löwdin spin population.
CARTESIAN COORDINATES (ANGSTROEM)
W1 -0.4039 0.6517 0.0445  1.708
N1 0.5842 -0.0163 1.7690  0.008
P1 1.3955 -1.1202 -0.5553  0.003
C1 2.3466 -1.9835 0.7508  -0.002
C2 3.7121 -1.8015 0.9462  -0.001
C3 4.3934 -2.5953 1.8597  0.000
C4 3.7255 -3.5728 2.5808  0.000
C5 2.3626 -3.7562 2.3919  0.000
C6 1.6803 -2.9677 1.4810  0.000
C7 2.5409 0.1976 -1.1246  0.013
C8 3.6970 -0.0488 -1.8552  0.001
C9 4.4868 1.0087 -2.2832  0.004
C10 4.1278 2.3169 -1.9842  0.002
C11 2.9662 2.5777 -1.2714  0.004
C12 2.1764 1.5183 -0.8605  0.021
C13 -0.4079 -0.8122 2.1681  0.032
C14 -0.4988 -1.6121 3.3217  0.004
C15 -1.6081 -2.3996 3.4806  0.019
C16 -2.6281 -2.3739 2.5109  0.007
C17 -2.4989 -1.5569 1.4234  0.009
N2 -1.3982 -0.7996 1.2212  0.017
H1 1.3248 0.1695 2.4271  0.000
H2 4.2564 -1.0504 0.3914  0.000
H3 5.4558 -2.4464 2.0020  0.000
H4 4.2644 -4.1932 3.2844  0.000
H5 1.8262 -4.5133 2.9501  0.000
H6 0.6217 -3.1231 1.3329  0.000
H7 3.9713 -1.0720 -2.0880  0.000
H8 5.3904 0.8142 -2.8455  0.000
H9 4.7479 3.1399 -2.3120  0.000
H10 2.6936 3.5986 -1.0349  0.000
H11 1.2784 1.7221 -0.2419  0.010
H12 0.3004 -1.5794 4.0495  0.000
H13 -1.7098 -3.0152 4.3642  0.001
H14 -3.5243 -2.9648 2.6263  0.000
H15 -3.3029 -1.4720 0.7051  0.000
C18 -0.5347 3.6423 -1.2712  0.001
N3 -1.5235 2.5470 -1.1952  0.002
C19 -2.7096 3.0529 -0.4706  0.007
C20 -2.0116 2.1775 -2.5368  0.001
C21 -2.4465 0.7380 -2.4531  0.005
N4 -1.2969 -0.0912 -2.0290  0.012
C22 -1.7863 -1.4905 -1.9764  0.006
C23 -0.2748 0.0011 -3.1076  0.014
H16 -0.9907 4.5468 -1.6845  0.000
H17 0.3032 3.3571 -1.9079  0.000
H18 -0.1817 3.8782 -0.2700  0.000
H19 -3.0668 3.9707 -0.9456  0.001
H20 -2.4484 3.2772 0.5458  0.000
H21 -3.5062 2.3116 -0.4833  0.001
H22 -1.2366 2.3159 -3.2872  0.000
H23 -2.8551 2.8062 -2.8284  0.000
H24 -2.8179 0.3821 -3.4176  0.000
H25 -3.2470 0.6307 -1.7186  0.002
H26 -2.1648 -1.7902 -2.9579  0.000
H27 -2.5922 -1.5772 -1.2522  0.001
H28 -0.9745 -2.1584 -1.7069  0.001
H29 0.4225 -0.8203 -3.0086  0.000
H30 0.2752 0.9390 -3.0485  0.003
H31 -0.7542 -0.0740 -4.0885  0.002
C24 -3.7081 2.0542 2.3891  0.001
C25 -2.7248 2.5474 3.4618  0.005
C26 -3.3882 3.6891 4.2460  0.001
C27 -2.4604 1.3973 4.4416  0.001
Si1 -1.0344 3.0745 2.6765  0.010
O1 -0.6831 2.1578 1.3569  0.074
C28 0.3890 2.9234 3.8979  0.000
C29 0.2570 3.3191 5.2305  0.000
C30 1.3373 3.2853 6.0994  0.000
C31 2.5831 2.8787 5.6431  0.000
C32 2.7422 2.4985 4.3187  0.000
C33 1.6519 2.5167 3.4606  0.000
C34 -0.9912 4.8761 2.0628  0.000
C35 -2.1198 5.6294 1.7299  0.000
C36 -2.0093 6.9286 1.2556  0.000
C37 -0.7572 7.5043 1.0944  0.000
C38 0.3784 6.7754 1.4158  0.000
C39 0.2592 5.4803 1.8983  0.000
H32 -4.5164 1.4850 2.8576  0.000
H33 -3.2158 1.4081 1.6622  0.001
H34 -4.1633 2.8918 1.8572  0.000
H35 -4.2504 3.3065 4.7996  0.000
H36 -3.7430 4.4873 3.5974  0.000
H37 -2.7025 4.1364 4.9669  0.000
H38 -3.4069 1.0317 4.8514  0.000
H39 -1.8330 1.7116 5.2742  0.000
H40 -1.9652 0.5654 3.9485  0.000
H41 -0.6984 3.6717 5.5994  0.000
H42 1.2081 3.5819 7.1320  0.000
H43 3.4300 2.8658 6.3164  0.000
H44 3.7173 2.1950 3.9582  0.000
H45 1.7822 2.2237 2.4213  0.000
H46 -3.1102 5.2028 1.8341  0.000
H47 -2.9011 7.4916 1.0113  0.000
H48 -0.6697 8.5183 0.7271  0.000
H49 1.3581 7.2203 1.2956  0.000
H50 1.1558 4.9284 2.1628  0.000
N5 1.2891 -2.1970 -1.7735  -0.008
P2 1.7868 -3.6524 -2.2073  -0.001
C40 3.5789 -3.8738 -2.2547  0.000
C41 4.3025 -3.6646 -3.4272  0.000
C42 5.6784 -3.8399 -3.4249  0.000
C43 6.3308 -4.2270 -2.2629  0.000
C44 5.6119 -4.4257 -1.0911  0.000
C45 4.2388 -4.2484 -1.0828  0.000
C46 1.1284 -5.0289 -1.2398  0.000
C47 -0.0819 -4.8786 -0.5714  0.000
C48 -0.6249 -5.9408 0.1321  0.000
C49 0.0259 -7.1670 0.1439  0.000
C50 1.2108 -7.3344 -0.5601  0.000
C51 1.7666 -6.2690 -1.2506  0.000
C52 1.1132 -3.8518 -3.8740  0.000
C53 0.3526 -4.9673 -4.2135  0.000
C54 -0.2165 -5.0582 -5.4765  0.000
C55 -0.0112 -4.0512 -6.4063  0.000
C56 0.7659 -2.9467 -6.0789  0.000
C57 1.3155 -2.8391 -4.8129  0.000
H51 3.7948 -3.3929 -4.3427  0.000
H52 6.2402 -3.6874 -4.3366  0.000
H53 7.4002 -4.3898 -2.2738  0.000
H54 6.1197 -4.7338 -0.1866  0.000
H55 3.6706 -4.4189 -0.1758  0.000
H56 -0.5944 -3.9242 -0.6088  0.000
H57 -1.5577 -5.8168 0.6670  0.000
H58 -0.3950 -7.9949 0.6985  0.000
H59 1.7018 -8.2981 -0.5726  0.000
H60 2.6918 -6.4034 -1.7957  0.000
H61 0.1998 -5.7618 -3.4956  0.000
H62 -0.8196 -5.9191 -5.7318  0.000
H63 -0.4542 -4.1301 -7.3901  0.000
H64 0.9473 -2.1733 -6.8140  0.000
H65 1.9056 -1.9695 -4.5475  0.000

Forces on the atoms, in the same order (eV/Å):
-1.3 1.3 1.1
-0.6 -0.6 0.0
1.3 -0.5 -0.8
-0.3 0.1 0.0
-0.1 0.1 0.1
0.1 0.0 0.1
0.1 0.0 0.0
-0.1 -0.1 0.0
0.1 0.0 -0.1
-0.4 0.0 0.1
0.0 0.0 -0.1
0.0 0.0 0.0
-0.1 0.0 0.0
-0.1 0.3 0.1
0.1 -0.5 0.0
0.1 0.0 -0.1
-0.2 -0.1 0.2
0.2 0.3 0.0
-0.1 0.0 -0.1
-0.3 0.0 -0.1
0.3 0.0 0.3
0.1 0.3 -0.2
0.0 0.0 0.0
0.0 0.0 0.0
0.0 0.0 0.0
0.0 0.0 0.0
-0.1 -0.1 0.0
0.0 0.0 0.0
0.0 0.0 0.0
0.0 0.0 0.0
0.0 0.0 0.0
0.7 0.7 0.0
0.0 0.0 0.0
0.0 0.0 0.0
0.0 0.0 0.0
0.1 0.0 -0.1
0.1 0.2 0.0
0.1 -0.2 0.1
0.0 0.0 0.0
-0.1 -0.3 -0.1
-0.1 0.4 0.1
0.2 -0.3 0.2
0.0 -0.2 0.0
0.2 0.0 -0.2
0.0 0.0 0.0
0.0 -0.1 0.0
0.0 0.0 0.0
0.0 0.0 -0.1
0.0 0.0 0.1
0.0 0.0 0.0
0.0 0.0 0.1
0.0 0.1 0.0
0.0 -0.1 0.0
0.0 -0.1 0.0
0.0 0.1 0.0
0.0 0.1 -0.1
0.0 0.1 0.0
0.0 0.0 0.0
0.0 0.0 0.0
-0.1 0.0 0.0
0.0 0.1 0.2
0.2 0.1 -0.2
0.1 0.0 0.0
0.0 0.1 0.0
-0.2 0.6 0.6
0.2 -1.3 -1.6
-0.2 -0.1 -0.2
0.0 0.0 0.0
0.0 0.0 0.0
0.0 0.0 0.0
0.1 0.0 0.0
0.0 0.0 0.0
-0.1 -0.4 0.2
0.0 0.0 -0.1
0.0 0.0 -0.1
0.0 0.0 0.0
0.1 0.0 -0.1
0.0 -0.1 0.0
0.0 0.0 0.0
0.0 -0.1 0.0
0.0 -0.1 0.0
0.0 0.0 0.0
0.0 0.0 0.0
-0.1 0.0 0.1
0.0 0.0 0.0
0.0 -0.1 0.0
0.1 -0.2 -0.1
0.0 0.0 0.0
0.0 0.0 0.0
0.0 0.0 0.0
0.0 0.0 0.0
0.1 0.1 0.1
0.0 0.0 0.0
0.0 0.0 0.0
0.0 0.0 0.0
0.0 0.0 0.0
0.0 0.1 0.0
-0.1 -0.2 0.5
-0.2 0.4 -0.2
-0.2 0.0 0.1
0.0 0.0 0.0
0.0 0.0 -0.1
0.0 0.0 0.0
0.0 0.0 0.0
0.0 0.0 -0.1
0.1 0.1 -0.1
0.0 0.0 0.0
-0.1 0.0 0.0
0.0 0.0 0.0
0.0 -0.1 0.0
0.0 0.1 0.0
0.1 -0.1 0.2
0.1 0.0 0.0
0.0 0.0 0.0
0.0 -0.1 0.0
0.0 0.1 0.0
0.0 0.0 0.0
0.0 0.0 0.0
0.0 0.0 0.0
0.0 0.0 0.0
0.0 0.0 0.0
0.1 0.0 0.0
0.0 0.0 0.1
0.0 0.0 0.0
0.0 0.0 0.0
0.0 0.0 0.0
0.0 0.0 0.0
0.0 0.0 0.0
0.0 0.0 0.0
0.0 0.0 0.0
0.0 0.0 0.0
0.0 0.0 0.0

<S²>: 2.02
HOMO-LUMO gap (alpha / beta), eV: 7.70 / 7.08
Lowest unoccupied orbital energy (alpha / beta), eV: -5.1 / -5.8
Total charge: +2
2S+1: 3


No. 2
# C57H67BrF6N8O7P2

A 8-piece molecular cluster, C57H67BrF6N8O7P2 overall (ωB97M-V/def2-TZVPD, the OMol25 dataset).

Last column: Mulliken charge in e.
CARTESIAN COORDINATES (ANGSTROEM)
C1 -4.1295 4.5675 2.4800  -0.468
O1 -3.9582 3.1902 2.0594  -0.363
C2 -3.9803 2.2957 3.2305  -0.141
C3 -4.9070 1.0485 2.7810  -0.409
C4 -5.1209 -0.0600 3.9232  -0.661
C5 -3.8301 -1.0124 4.1737  -0.390
O2 -2.6693 -0.3082 4.6702  -0.244
C6 -2.6527 -0.1577 6.0959  0.450
F1 -3.9132 -0.3094 6.7561  -0.283
Br1 -2.1048 1.7621 6.4276  -0.157
P1 -1.3878 -1.2136 7.0340  0.252
C7 0.2850 -1.3059 6.1609  -0.923
C8 -2.0596 -2.9049 7.5404  -0.932
C9 -3.3381 -1.7473 2.8011  -0.241
C10 -4.5471 -2.2982 1.9018  -0.453
C11 -5.6605 -3.1502 2.6900  -0.759
C12 -5.4859 -4.7390 2.6015  -0.549
C13 -5.5461 -5.3298 1.1125  0.596
O3 -5.9944 -4.7081 0.1224  -0.527
O4 -5.0065 -6.6474 0.9302  -0.510
O5 -2.4553 -0.7996 2.1502  -0.130
C14 -2.1846 -1.1234 0.7717  -0.527
C15 -0.9465 -0.2039 0.3073  1.603
F2 -1.3858 0.8495 -0.5837  -0.327
F3 -0.4408 0.4638 1.4775  -0.238
C16 0.2586 -0.9860 -0.3725  -0.241
C17 1.3323 -0.1145 -1.1259  -0.867
C18 2.5966 -0.7068 -1.8068  -0.410
C19 2.8456 -2.2432 -1.7588  -0.821
C20 1.7593 -3.1284 -1.0516  0.142
C21 2.0146 -4.7173 -1.0109  0.963
F4 1.3694 -5.2831 -2.1625  -0.254
F5 3.4029 -5.0440 -1.0001  -0.250
F6 1.4523 -5.3334 0.1388  -0.217
C22 0.4862 -2.5118 -0.3697  0.181
P2 -2.2400 -3.2822 3.2095  0.385
N1 -2.6037 -3.9575 4.6046  -0.352
O6 -0.6100 -2.7253 3.1554  -0.531
O7 -2.3642 -4.5171 2.0143  -0.351
H1 -3.1558 5.0409 2.8498  0.230
H2 -4.9715 4.7333 3.2332  0.108
H3 -4.4305 5.1553 1.5305  0.278
H4 -2.9072 1.9434 3.3953  -0.067
H5 -4.4402 2.8498 4.1199  0.404
H6 -5.9489 1.5052 2.5634  0.382
H7 -4.5365 0.6338 1.7760  0.011
H8 -5.3640 0.5224 4.8949  0.489
H9 -6.0687 -0.6399 3.6648  0.290
H10 -4.1706 -1.8909 4.8479  0.545
H11 0.5424 -2.3420 5.7399  0.264
H12 0.3780 -0.4541 5.4056  0.266
H13 1.0848 -1.0965 6.9716  0.410
H14 -3.1726 -3.0696 7.3150  0.267
H15 -1.8458 -3.0876 8.6631  0.350
H16 -1.4674 -3.7085 6.9792  0.243
H17 -4.1946 -2.9725 1.0296  0.506
H18 -5.0786 -1.4015 1.4208  0.339
H19 -6.6719 -2.9059 2.1814  0.381
H20 -5.7930 -2.8796 3.7894  0.400
H21 -6.3973 -5.1963 3.1541  0.453
H22 -4.5673 -5.1492 3.1541  -0.006
H23 -4.2213 -6.6668 1.5362  0.371
H24 -3.0871 -0.7728 0.1331  0.265
H25 -2.0592 -2.2349 0.5468  -0.040
H26 1.1899 1.0271 -1.1855  0.334
H27 3.3409 0.0094 -2.3049  0.395
H28 3.7825 -2.6982 -2.2216  0.348
H29 -0.2565 -3.2092 0.1312  0.053
H30 -2.8567 -4.9479 4.4704  0.237
H31 -0.6321 -1.8631 3.6347  0.210
H32 -1.8073 -4.3184 1.2291  0.254
C23 0.4958 -2.1247 -7.0559  -0.269
C24 0.6232 -2.3894 -5.6996  -0.687
C25 1.7578 -1.9348 -5.0471  0.117
N2 2.7459 -1.2547 -5.6512  -0.157
C26 2.5989 -1.0132 -6.9645  0.102
C27 1.5012 -1.4220 -7.7054  -0.653
H33 -0.3785 -2.4629 -7.6018  0.382
H34 -0.1415 -2.9358 -5.1614  0.375
H35 1.9019 -2.1136 -3.9870  0.242
H36 3.4132 -0.4640 -7.4271  0.225
H37 1.4342 -1.1975 -8.7627  0.390
C28 2.6257 -9.2922 -0.7475  -0.464
C29 1.8006 -8.2354 -0.3911  0.320
C30 0.6671 -8.5121 0.3558  -0.384
N3 0.3164 -9.7459 0.7535  -0.535
C31 1.1311 -10.7506 0.3938  -0.292
C32 2.2884 -10.5777 -0.3484  -0.357
H38 3.5229 -9.1158 -1.3309  0.395
H39 2.0320 -7.2240 -0.6855  0.073
H40 -0.0076 -7.7189 0.6615  0.496
H41 0.8230 -11.7368 0.7263  0.346
H42 2.9096 -11.4258 -0.6083  0.363
C33 -7.8821 6.2990 6.6577  -0.158
C34 -6.5761 6.7455 6.7979  -0.479
C35 -5.8071 6.8918 5.6546  -0.135
N4 -6.2506 6.6229 4.4158  -0.443
C36 -7.5174 6.1906 4.3088  -0.167
C37 -8.3671 6.0153 5.3890  -0.432
H43 -8.5160 6.1730 7.5288  0.365
H44 -6.1646 6.9751 7.7729  0.355
H45 -4.7810 7.2407 5.7122  0.370
H46 -7.8492 5.9785 3.2971  0.371
H47 -9.3815 5.6654 5.2428  0.361
C38 7.8922 1.8193 -7.1726  -0.244
C39 7.0189 2.4542 -8.0439  -0.416
C40 5.6895 2.0615 -8.0422  -0.130
N5 5.1964 1.0970 -7.2470  -0.326
C41 6.0635 0.4978 -6.4152  -0.103
C42 7.4087 0.8207 -6.3390  -0.728
H48 8.9399 2.0996 -7.1435  0.380
H49 7.3623 3.2369 -8.7091  0.362
H50 4.9670 2.5303 -8.7028  0.244
H51 5.6385 -0.2787 -5.7863  0.423
H52 8.0621 0.3044 -5.6464  0.512
C43 10.3935 1.7966 -2.1582  -0.449
C44 9.9277 1.9062 -0.8561  -0.288
C45 8.5673 2.0818 -0.6593  -0.263
N6 7.6712 2.1560 -1.6566  -0.520
C46 8.1487 2.0488 -2.9070  -0.257
C47 9.4891 1.8680 -3.2081  -0.119
H53 11.4514 1.6571 -2.3532  0.367
H54 10.6054 1.8560 -0.0129  0.359
H55 8.1543 2.1695 0.3404  0.354
H56 7.4034 2.1145 -3.6934  0.483
H57 9.8179 1.7857 -4.2368  0.345
C48 2.8071 5.3992 -11.8890  -0.130
C49 4.0063 5.6489 -11.2378  -0.552
C50 4.2489 4.9977 -10.0392  -0.037
N7 3.3887 4.1399 -9.4664  -0.430
C51 2.2352 3.9179 -10.1168  -0.215
C52 1.9005 4.5159 -11.3210  -0.448
H58 2.5809 5.8886 -12.8302  0.361
H59 4.7364 6.3332 -11.6518  0.345
H60 5.1738 5.1576 -9.4939  0.353
H61 1.5577 3.2227 -9.6312  0.393
H62 0.9553 4.2974 -11.8021  0.347
C53 1.0599 6.6415 4.8365  -0.117
C54 0.1842 7.2808 3.9710  -0.670
C55 -1.1455 6.8917 3.9789  -0.009
N8 -1.6374 5.9275 4.7736  -0.248
C56 -0.7687 5.3240 5.5999  -0.195
C57 0.5778 5.6427 5.6704  -0.609
H63 2.1082 6.9187 4.8610  0.365
H64 0.5263 8.0638 3.3058  0.364
H65 -1.8699 7.3638 3.3226  0.359
H66 -1.1926 4.5475 6.2290  0.376
H67 1.2330 5.1232 6.3586  0.362

Forces on the atoms, in the same order (eV/Å):
-0.1 1.1 -1.2
-0.5 0.5 2.1
-0.2 -0.8 -1.4
-0.6 0.9 0.3
0.6 1.0 -0.2
-1.6 -1.5 -1.1
-1.7 -0.4 1.6
0.0 -0.2 -0.4
1.9 0.0 -1.5
-0.3 -1.0 -0.3
0.3 0.4 2.3
0.7 -0.3 -0.1
0.2 -1.4 -0.3
0.1 0.0 -0.1
-0.6 0.1 -0.2
-0.6 -0.4 -0.6
-0.7 -0.6 0.1
-0.2 1.2 -2.3
1.4 -2.3 3.8
0.1 2.7 1.2
-0.7 -1.2 -1.0
-0.9 1.5 -1.0
0.7 0.1 0.5
0.8 -2.3 1.9
-0.8 -1.1 -2.4
3.4 -1.1 -2.3
0.7 -2.7 0.0
-2.6 -2.1 2.1
-3.5 1.6 1.9
0.4 2.8 0.1
-0.4 0.7 0.0
1.9 0.7 2.7
-3.5 0.6 -0.4
1.1 1.5 -2.5
2.3 2.0 -1.5
1.2 -1.7 1.7
-0.2 0.5 -2.1
-3.0 -0.3 -0.2
1.0 2.5 0.6
-1.3 -0.8 -0.2
1.2 -0.4 -0.9
0.5 -1.0 1.4
-1.5 0.5 0.2
0.8 -1.0 -1.0
1.6 -0.7 0.3
-0.4 0.6 1.7
0.6 -1.1 -1.4
1.5 0.4 0.4
0.9 1.6 -0.8
-0.6 1.6 0.2
-0.1 -1.3 0.8
-1.5 -0.3 -1.2
1.7 0.4 0.3
-0.5 0.7 -1.8
-1.0 1.0 0.6
-0.4 1.3 1.5
0.9 -1.2 0.8
1.7 -0.5 0.8
0.4 -0.3 -1.5
1.4 0.6 -0.9
-1.3 0.8 -0.9
-1.0 -0.3 -0.5
1.5 -0.6 0.8
0.2 1.5 0.5
0.2 -2.1 0.2
-1.3 -1.4 0.8
-1.6 0.6 0.8
1.3 1.0 -0.7
0.4 0.6 0.3
0.2 -0.4 -0.5
-0.4 -0.3 0.6
-0.1 0.0 -0.1
0.0 0.0 -0.1
0.4 0.3 -0.2
-0.5 -0.3 -0.2
0.3 0.0 0.4
-0.2 -0.1 0.2
0.0 0.0 0.0
0.1 0.0 0.0
-0.2 0.0 -0.2
-0.1 0.0 0.0
0.0 0.0 0.1
0.0 0.0 0.0
0.1 -0.2 -0.1
-0.2 -0.5 0.2
0.5 0.1 -0.3
-0.4 0.3 0.2
0.0 0.1 0.0
-0.1 0.0 0.0
0.0 -0.3 0.0
0.1 0.0 0.0
0.1 0.0 0.0
-0.1 0.0 0.0
0.0 0.0 0.1
-0.2 0.0 0.0
0.0 0.0 -0.6
-0.4 0.0 0.6
0.5 0.2 -0.1
0.1 0.0 0.1
0.0 0.0 -0.1
0.0 0.0 -0.1
0.0 0.0 0.0
0.0 0.0 0.0
0.1 0.0 0.0
0.1 0.0 0.0
0.1 -0.1 0.2
-0.4 -0.3 0.1
0.8 0.2 0.0
-0.5 0.1 -0.2
0.1 0.1 -0.1
-0.1 0.0 0.0
0.0 0.0 0.0
0.1 0.0 0.1
0.0 0.0 0.0
-0.1 0.0 0.0
0.1 0.0 0.0
0.0 0.0 -0.1
-0.5 0.0 -0.3
0.7 -0.1 -0.1
-0.4 0.1 0.4
0.1 0.0 0.1
-0.1 0.0 0.0
-0.1 0.0 0.0
0.1 0.0 0.0
0.1 0.0 0.0
0.0 0.0 0.0
0.0 0.0 -0.1
-0.1 0.0 0.0
-0.3 -0.4 0.3
-0.2 0.4 -0.7
0.4 0.0 0.4
0.1 0.1 0.0
0.0 0.0 0.1
0.0 0.0 0.0
0.0 0.0 0.0
0.0 0.0 -0.1
0.0 0.0 0.1
0.1 0.0 0.0
0.1 -0.1 0.1
-0.3 -0.4 0.3
0.7 0.2 0.1
-0.5 0.2 -0.3
0.0 0.1 -0.1
-0.1 0.0 0.0
0.0 0.0 0.0
0.1 0.0 0.0
0.1 0.0 0.0
-0.1 0.0 0.0

HOMO-LUMO gap, eV: 7.25
Lowest unoccupied orbital energy, eV: -0.5
Total charge: 0
Structure (SMILES): COCCC[C@H](O[C@](F)(Br)P(C)C)[C@@](CCCC(=O)O)(OCC(F)(F)c1cccc(C(F)(F)F)c1)P(=N)(O)O.c1ccncc1.c1ccncc1.c1ccncc1.c1ccncc1.c1ccncc1.c1ccncc1.c1ccncc1